No. 1
Below is C9H10N2O4 as an isolated structure in a non-equilibrium geometry, with properties calculated with the ωB97M-V functional and the def2-TZVPD basis.

Positions of all 25 atoms, in Å:
C  -3.15181  -0.14886  -0.91383
C  -3.02172  -0.00164  0.49868
C  -2.07445  0.07224  -1.71484
C  -1.75674  0.07663  1.04294
C  -0.87054  0.38957  -1.20437
C  -0.67798  0.28772  0.17074
C  4.07356  -0.57785  -0.17988
C  2.85094  -0.72548  0.72402
C  0.68908  0.42542  0.71141
N  1.05468  2.21402  0.13324
N  1.68280  -0.26646  0.00507
O  4.95682  -1.40412  -0.14581
O  3.99746  0.49066  -0.95296
O  0.35473  3.03568  0.66131
O  2.09112  2.34074  -0.50055
H  -4.15902  -0.24772  -1.46742
H  -3.75873  -0.10303  1.27192
H  -2.09441  0.00980  -2.73718
H  -1.70856  0.07133  2.04663
H  -0.18804  0.65368  -1.96901
H  3.15210  -0.01402  1.47885
H  2.85111  -1.71241  0.97057
H  0.71964  0.70554  1.80802
H  1.77876  -0.43302  -0.98952
H  3.32638  1.18992  -0.90490

Computed properties:
* ΔE to the lowest compared entry with this formula, charge and spin: 350.2 kJ/mol
* HOMO energy: -9.35 eV

No. 2
Below is C4H11N3OP as an isolated structure in a non-equilibrium geometry, with properties calculated with the ωB97M-V functional and the def2-TZVPD basis.

Positions of all 20 atoms, in Å:
C  -1.11103  -0.68255  -3.36868
C  0.63064  -0.43173  2.07545
C  1.10891  -1.43101  1.09172
C  -0.70329  1.55592  2.56472
N  -0.29693  0.17535  -3.61057
N  -1.77366  -1.68132  -3.34432
N  -0.21506  0.51642  1.70533
O  -0.17598  0.25397  -1.06816
P  0.55933  0.70436  -2.30395
H  1.29374  -0.50557  2.87811
H  1.07567  -2.53291  1.43383
H  2.20630  -1.40391  0.92071
H  0.69537  -1.27604  0.07060
H  -0.26326  1.48861  3.55070
H  -0.41903  2.59269  2.12003
H  -1.78817  1.54812  2.76118
H  -2.80312  -1.64156  -3.25601
H  -0.70095  0.49994  0.74588
H  1.87281  0.24241  -2.39126
H  0.80771  2.00881  -2.57530

Computed properties:
* ΔE to the lowest compared entry with this formula, charge and spin: 53.8 kJ/mol
* total charge: +1
* HOMO energy: -13.93 eV

No. 3
Below is a 2-piece molecular cluster, C4H11N3O2 overall in a non-equilibrium geometry, with properties calculated with the ωB97M-V functional and the def2-TZVPD basis.

Positions of all 20 atoms, in Å:
C  -1.69908  -0.87198  -3.14326
C  -0.89994  -0.43715  -1.96618
O  -1.15754  -1.14126  -0.85193
O  -0.10252  0.47373  -1.96810
H  -2.23397  0.03152  -3.47788
H  -2.39040  -1.69922  -2.98889
H  -1.02797  -1.00616  -3.98384
C  -0.91265  0.22234  2.66006
C  1.14854  0.45699  1.32787
N  -0.15196  0.17111  1.47930
N  1.78279  0.39133  0.11223
N  1.89946  0.75648  2.35553
H  -0.77920  -0.69427  -0.07394
H  -0.45225  0.46502  3.62291
H  -1.36235  -0.77468  2.76573
H  1.91816  -0.56283  -0.20809
H  1.30401  0.91257  -0.62406
H  1.51837  0.68550  3.29237
H  2.90420  0.66629  2.24926
H  -1.76591  0.86952  2.45947

Computed properties:
* ΔE to the lowest compared entry with this formula, charge and spin: 140.3 kJ/mol
* ⟨S²⟩: 0.763
* total charge: +1
* HOMO energy (spin up / spin down): -13.70 / -13.69 eV
* 2S+1: 2

> Number 3 is which compound?

C4H11N3O2